[1]
C4H4LiO12 | the ωB97M-V functional and the def2-TZVPD basis

Computed properties:
Total charge: -3
LUMO energy (Ha): 0.2813
Kohn-Sham gap (eV): 6.01
HOMO (eV): 1.65

```
21
Properties=species:S:1:pos:R:3:lowdin_charge:R:1
Li 0.10 0.17 -0.51 0.6901
O -2.19 0.85 2.78 0.0747
C -1.04 0.66 2.15 -0.8959
O -0.83 1.32 1.13 -0.0648
O -0.20 -0.24 2.46 -0.0284
H -2.19 1.44 2.02 0.0437
O 4.39 0.23 -0.54 0.0180
C 3.15 -0.14 -0.20 -0.8860
O 2.98 -0.65 0.93 -0.0468
O 2.21 0.07 -0.98 -0.0740
H 4.85 0.18 0.30 0.0690
O -1.16 -3.78 -0.41 0.0673
C -0.35 -2.97 0.18 -1.0478
O 0.39 -3.22 1.06 0.0399
O -0.32 -1.89 -0.36 -0.0667
H -1.54 -3.12 -1.00 0.0882
O -2.08 2.95 -1.14 0.0279
C -1.68 2.13 -2.17 -0.8617
O -2.20 2.18 -3.30 -0.0919
O -0.84 1.25 -1.90 -0.0998
H -1.46 2.58 -0.51 0.0448
```

[2]
C8H7CoN3O4 | the ωB97M-V functional and the def2-TZVPD basis

Computed properties:
Total charge: +2
LUMO energy (alpha / beta) (Ha): -0.3183 / -0.4589
Kohn-Sham gap (alpha / beta) (eV): 9.20 / 5.22
Multiplicity: 4
HOMO (alpha / beta) (eV): -17.87 / -17.71

```
23
Properties=species:S:1:pos:R:3:lowdin_charge:R:1
O 0.00 2.67 -1.06 0.2133
C 0.04 1.58 -0.68 -0.0734
Co 0.10 0.00 0.05 0.3395
C 1.48 -0.83 -0.65 -0.0752
C -1.26 -0.80 -0.70 -0.1082
O 2.37 -1.41 -1.12 0.2300
O -2.19 -1.33 -1.13 0.2098
C 2.54 -0.50 4.58 0.0694
N 1.21 -0.29 4.01 0.0424
C 0.09 -0.21 4.78 0.1016
C -1.13 -0.02 4.21 0.1621
C -1.21 0.11 2.81 -0.2688
N -0.11 -0.03 2.06 0.1154
C 1.14 -0.23 2.63 -0.3914
O 2.16 -0.36 1.93 0.1663
N -2.36 0.38 2.16 0.2666
H 2.97 -1.43 4.22 0.1391
H 2.43 -0.53 5.67 0.1185
H 3.21 0.32 4.30 0.1401
H 0.28 -0.31 5.85 0.1747
H -2.03 0.05 4.82 0.1646
H -3.21 0.51 2.68 0.1516
H -2.42 0.44 1.15 0.1119
```

[3]
C3H3NOS3 | the ωB97M-V functional and the def2-TZVPD basis

Computed properties:
Total charge: 0
LUMO energy (Ha): 0.0016
Kohn-Sham gap (eV): 9.01
HOMO (eV): -8.96
SMILES string: O=C1CN(S)C(=S)S1

```
11
Properties=species:S:1:pos:R:3:lowdin_charge:R:1
C -0.67 0.68 1.41 -0.1517
C -1.78 0.95 0.42 -0.6333
C 0.28 -0.32 -0.64 -1.1776
H 2.66 -0.50 0.46 -0.1635
H -1.04 -0.02 2.25 0.1600
H -0.33 1.59 1.91 0.1227
N 0.48 0.01 0.68 -0.5439
O -2.87 1.42 0.57 0.0460
S 1.92 -0.45 1.60 0.7821
S -1.29 0.29 -1.22 0.9859
S 1.32 -1.10 -1.70 0.5733
```

[4]
C34H53BrF3N2O8S | the ωB97M-V functional and the def2-TZVPD basis

Computed properties:
Total charge: -1
LUMO energy (Ha): 0.0611
Kohn-Sham gap (eV): 5.28
HOMO (eV): -3.62

```
102
Properties=species:S:1:pos:R:3:lowdin_charge:R:1
C 5.45 -3.75 4.56 0.1057
C 4.66 -2.85 4.69 -0.1443
C 3.67 -1.77 4.64 -0.1885
C 2.67 -1.97 3.44 -0.1786
C 3.19 -1.12 2.27 -0.1438
C 2.41 -1.20 0.92 -0.3084
C 3.40 -1.95 -0.02 -0.1525
O 2.80 -2.72 -1.05 -0.1590
O 3.22 -4.06 -0.89 -0.0010
C 1.95 0.21 0.42 -0.1553
C 1.00 0.98 1.37 -0.1403
C 1.39 1.20 2.84 -0.1774
C 0.37 2.04 3.62 -0.1778
C 0.00 3.43 3.08 -0.1817
C -1.53 3.63 3.08 -0.1856
C -2.30 2.54 2.28 -0.2062
C -3.45 1.87 3.05 -0.1970
C -2.98 0.69 3.94 -0.1905
C -4.01 -0.47 4.05 -0.1847
C -3.39 -1.84 3.66 -0.1783
C -3.93 -2.41 2.32 -0.1609
C -2.81 -2.63 1.29 -0.1418
N -3.34 -3.35 0.13 -0.1263
C -4.38 -2.90 -0.61 -0.1180
C -4.66 -3.81 -1.62 -0.0919
C -3.70 -4.86 -1.46 -0.1040
C -2.90 -4.53 -0.38 -0.1028
C 1.24 0.12 -0.95 -0.3702
O 2.14 -0.46 -1.95 -0.0110
C 3.28 0.14 -2.02 -0.3997
N 4.31 0.66 -2.08 0.2103
C 0.80 1.51 -1.53 -0.5360
Br 0.63 1.46 -3.51 0.9247
C -0.54 2.12 -1.08 -0.2997
C -0.39 3.66 -0.83 -0.0769
C 0.02 -0.79 -0.93 -0.1026
O 0.25 -2.13 -0.44 -0.1730
S 0.92 -2.24 1.01 0.7110
O -0.02 -1.74 1.98 -0.2667
O 1.24 -3.63 1.19 -0.2389
H 6.04 -4.63 4.61 0.0202
H 4.19 -0.81 4.54 0.1126
H 3.11 -1.77 5.57 0.1117
H 1.69 -1.69 3.79 0.0922
H 2.74 -3.02 3.17 0.1106
H 4.22 -1.48 2.12 0.1248
H 3.35 -0.09 2.56 0.0975
H 4.14 -1.25 -0.43 0.1243
H 3.98 -2.68 0.53 0.1329
H 2.39 -4.53 -0.73 0.0941
H 2.86 0.81 0.35 0.1629
H 0.93 2.00 0.97 0.1037
H -0.01 0.59 1.36 0.0887
H 2.38 1.65 2.93 0.1213
H 1.44 0.23 3.35 0.0845
H 0.79 2.17 4.62 0.1133
H -0.51 1.41 3.77 0.0807
H 0.44 3.68 2.11 0.0939
H 0.39 4.16 3.79 0.1040
H -1.76 4.60 2.63 0.1033
H -1.91 3.66 4.10 0.1076
H -1.63 1.75 1.94 0.0757
H -2.77 3.01 1.41 0.1026
H -4.19 1.49 2.34 0.1021
H -3.99 2.62 3.65 0.1098
H -2.74 1.09 4.93 0.1103
H -2.11 0.26 3.45 0.0787
H -4.30 -0.55 5.10 0.0976
H -4.92 -0.25 3.49 0.0963
H -2.30 -1.78 3.60 0.0909
H -3.62 -2.55 4.46 0.1013
H -4.41 -3.37 2.49 0.1167
H -4.70 -1.74 1.94 0.0932
H -2.06 -3.29 1.72 0.1186
H -2.36 -1.69 0.97 0.1089
H -4.86 -1.97 -0.37 0.1103
H -5.45 -3.71 -2.33 0.0856
H -3.64 -5.73 -2.09 0.0845
H -2.06 -5.10 0.00 0.1135
H 1.61 2.22 -1.33 0.0947
H -0.95 1.70 -0.16 0.0635
H -1.31 2.03 -1.83 0.0830
H 0.65 3.95 -0.64 0.0731
H -0.75 4.19 -1.71 0.0781
H -1.02 3.96 0.00 0.0525
H -0.32 -0.89 -1.96 0.1464
H -0.81 -0.38 -0.37 0.1208
C 2.83 1.86 -7.72 -0.0854
C 1.57 1.85 -6.85 -0.3374
O 0.64 2.86 -7.15 -0.1343
C -0.30 2.62 -8.27 -0.5434
O -0.89 1.47 -8.24 -0.1668
C 0.37 2.90 -9.65 -0.5511
F 1.25 3.95 -9.62 0.0800
F -0.57 3.25 -10.56 0.0973
F 1.04 1.87 -10.19 0.1046
H 3.17 2.88 -7.91 0.0718
H 3.63 1.30 -7.22 0.0640
H 2.66 1.38 -8.68 0.0558
H 1.89 2.07 -5.83 0.0329
H 1.11 0.86 -6.83 0.1062
H -0.95 3.53 -8.16 0.1320
```

[5]
C3H4I2O | the ωB97M-V functional and the def2-TZVPD basis

Computed properties:
Total charge: 0
LUMO energy (alpha / beta) (Ha): -0.0537 / -0.0793
Kohn-Sham gap (alpha / beta) (eV): 7.27 / 5.93
HOMO (alpha / beta) (eV): -8.73 / -8.08

```
10
Properties=species:S:1:pos:R:3:lowdin_charge:R:1
C -1.65 -0.04 -0.39 0.0869
C -0.31 -0.09 -0.65 -0.3372
C 0.66 -0.12 0.34 -0.8274
O 0.40 0.01 1.62 0.0161
I 1.87 2.33 -1.06 0.0251
I 2.43 -1.44 0.14 0.8146
H -2.43 -0.30 -1.08 0.0661
H -2.08 -0.02 0.63 0.0818
H -0.05 -0.16 -1.64 0.0591
H 1.15 -0.16 2.09 0.0149
```

[6]
C4H7ClN3 | the ωB97M-V functional and the def2-TZVPD basis

Computed properties:
Total charge: +1
LUMO energy (Ha): -0.1566
Kohn-Sham gap (eV): 9.74
HOMO (eV): -14.00
SMILES string: [NH2+]=C1CN=C[C@H](Cl)N1

```
15
Properties=species:S:1:pos:R:3:lowdin_charge:R:1
C -1.35 -0.83 -1.46 -0.1298
C 0.27 0.46 0.40 -0.2397
C -0.71 1.21 -0.46 -0.0838
C -0.44 -1.72 -0.48 -0.6050
N -1.44 0.36 -1.36 0.0870
N 0.44 -0.87 0.29 0.0975
N 1.06 1.09 1.29 0.1872
Cl -1.46 -2.80 0.53 0.6557
H -1.96 -1.33 -2.10 0.1000
H -1.36 1.82 0.16 0.1537
H -0.17 1.98 -0.96 0.1365
H 0.12 -2.45 -1.20 0.1455
H 1.12 -1.06 1.01 0.1580
H 1.27 2.11 1.13 0.1758
H 1.95 0.59 1.55 0.1615
```